Here is a molecular structure, C2HN3O4 from the Open Molecules 2025 dataset. Energies are from ωB97M-V with the def2-TZVPD basis set.

**Multiplicity**: 1
**Kohn-Sham gap**: 10.284 eV
**LUMO energy**: 0.0 eV

Geometry as XYZ:
```
10
Properties=species:S:1:pos:R:3:nbo_charge:R:1
C 1.722 0.188 -0.075 0.2525
C 0.266 -1.481 0.080 0.9630
N 0.707 0.922 0.030 -0.1944
N -0.456 0.220 0.126 -0.2997
N -1.682 0.874 0.042 0.6594
O -0.432 -2.421 -0.075 -0.4605
O -2.632 0.185 0.055 -0.3563
O -1.606 2.044 -0.037 -0.3535
O 1.480 -1.186 0.088 -0.4353
H 2.632 0.654 -0.233 0.2247
```



Here is C8H12N2O2 in the gas phase from the Open Molecules 2025 dataset. Energies are from ωB97M-V with the def2-TZVPD basis set.

**Multiplicity**: 1
**Kohn-Sham gap (spin up / spin down)**: 7.667 / 7.665 eV
**LUMO energy (spin up / spin down)**: 0.5 / 0.5 eV

Geometry as XYZ:
```
24
Properties=species:S:1:pos:R:3:nbo_charge:R:1
C 2.456 -0.721 -0.542 -0.5820
C 1.774 0.527 -0.165 0.1596
C 3.477 -1.154 0.053 0.7168
C -2.094 -1.012 0.136 0.5714
C 2.452 1.574 0.770 -0.6373
C -1.643 -2.242 0.833 -0.7265
C -0.403 1.513 0.007 -0.4652
C -1.374 -0.775 -1.169 -0.3507
N 0.054 -0.674 -1.066 -0.4191
N 0.453 0.390 -0.408 -0.0687
O 4.495 -1.602 0.425 -0.4616
O -3.105 -0.385 0.387 -0.5448
H 2.167 -1.077 -1.537 0.3132
H 2.214 1.401 1.766 0.2177
H 3.460 1.514 0.713 0.2248
H 2.265 2.653 0.415 0.2219
H -2.362 -2.646 1.509 0.2351
H -1.257 -3.026 0.128 0.2370
H -0.802 -1.985 1.398 0.2396
H -0.564 1.149 1.076 0.2323
H 0.020 2.502 -0.253 0.2362
H -1.355 1.584 -0.464 0.2373
H -1.783 0.168 -1.716 0.1831
H -1.574 -1.709 -1.704 0.2299
```



Here is C19H26O5 in the gas phase from the Open Molecules 2025 dataset. Energies are from ωB97M-V with the def2-TZVPD basis set.

**Multiplicity**: 1
**Structure (SMILES)**: CC[C@H](C)C(=O)OC[C@@]1(c2ccc(C)cc2OC(=O)C(C)C)CO1
**Kohn-Sham gap**: 9.949 eV
**LUMO energy**: 0.8 eV

Geometry as XYZ:
```
50
Properties=species:S:1:pos:R:3:nbo_charge:R:1
C 3.083 -0.132 3.679 -0.6046
C 1.834 -0.622 2.958 -0.4018
C 0.812 0.487 2.700 -0.3204
C 0.303 1.140 3.991 -0.5996
C -0.393 -0.066 1.969 0.8342
O -0.695 -1.226 1.866 -0.6241
O -1.146 0.936 1.485 -0.5121
C -2.402 0.607 0.914 -0.0929
C -2.317 0.314 -0.586 0.1725
C -1.213 1.045 -1.282 -0.1230
C -1.330 2.403 -1.540 -0.1627
C -0.297 3.101 -2.136 -0.2238
C 0.883 2.460 -2.486 0.0111
C 2.010 3.200 -3.138 -0.6305
C 1.001 1.098 -2.240 -0.2543
C -0.033 0.396 -1.645 0.3749
O 0.061 -0.979 -1.450 -0.5275
C 1.112 -1.481 -0.776 0.8236
O 1.964 -0.799 -0.271 -0.6013
C 1.086 -2.997 -0.774 -0.3201
C 2.135 -3.538 0.193 -0.6013
C -0.307 -3.526 -0.434 -0.6055
C -2.853 -0.937 -1.128 -0.0837
O -3.567 0.266 -1.222 -0.4805
H 3.523 0.707 3.144 0.2015
H 3.819 -0.930 3.724 0.2126
H 2.861 0.180 4.696 0.1985
H 2.125 -1.034 1.993 0.2344
H 1.357 -1.416 3.537 0.2034
H 1.254 1.258 2.062 0.2317
H -0.473 1.868 3.764 0.2205
H 1.115 1.652 4.498 0.2151
H -0.107 0.385 4.658 0.2069
H -2.835 -0.251 1.440 0.2099
H -3.030 1.490 1.062 0.2036
H -2.247 2.904 -1.272 0.2178
H -0.409 4.158 -2.327 0.2113
H 2.078 2.925 -4.191 0.2220
H 2.956 2.945 -2.666 0.2219
H 1.860 4.274 -3.073 0.2160
H 1.908 0.577 -2.508 0.2225
H 1.344 -3.301 -1.797 0.2235
H 2.236 -4.613 0.073 0.2089
H 1.835 -3.326 1.216 0.2165
H 3.099 -3.069 0.011 0.2236
H -0.632 -3.116 0.518 0.2388
H -0.279 -4.610 -0.361 0.2089
H -1.025 -3.244 -1.199 0.2114
H -2.465 -1.318 -2.065 0.1878
H -3.263 -1.678 -0.452 0.1846
```



Here is 2 unconnected molecules or ions with the total composition C4H11N4 from the Open Molecules 2025 dataset. Energies are from ωB97M-V with the def2-TZVPD basis set.

**Multiplicity**: 1
**Total charge**: +1
**Kohn-Sham gap**: 8.696 eV
**LUMO energy**: -4.4 eV

Geometry as XYZ:
```
19
Properties=species:S:1:pos:R:3:nbo_charge:R:1
C 1.190 -0.453 -0.090 0.3237
C 1.485 -1.689 -0.867 -0.6808
C -3.051 -0.650 1.108 -0.4316
C 1.509 1.935 0.164 -0.4405
N -1.149 1.112 -1.239 -0.1610
N -1.547 0.474 -0.386 0.2557
N -1.921 0.008 0.631 -0.3213
N 1.758 0.640 -0.412 -0.4003
H 1.454 -2.510 -0.033 0.2709
H 2.415 -1.506 -1.275 0.2356
H 0.739 -1.887 -1.652 0.2853
H -3.279 -0.232 2.072 0.2359
H -4.000 -0.538 0.374 0.2175
H -2.733 -1.718 1.181 0.2201
H 0.700 1.726 0.923 0.2263
H 1.131 2.683 -0.596 0.2631
H 2.372 2.393 0.625 0.2485
H 0.602 -0.431 0.761 0.2228
H 2.324 0.644 -1.289 0.4302
```



Here is 2 unconnected molecules or ions with the total composition CH5N3S from the Open Molecules 2025 dataset. Energies are from ωB97M-V with the def2-TZVPD basis set.

**Multiplicity**: 1
**Structure (SMILES)**: [H]/N=N/[H].NC=S
**Kohn-Sham gap**: 8.434 eV
**LUMO energy**: 0.2 eV

Geometry as XYZ:
```
10
Properties=species:S:1:pos:R:3:nbo_charge:R:1
H -0.443 -2.592 -0.428 0.3195
N -0.546 -1.696 -0.934 -0.3345
N -0.675 -1.923 -2.147 -0.2759
H -0.783 -1.029 -2.658 0.3033
N 0.003 0.911 0.502 -0.7602
C 0.705 1.558 1.429 -0.0716
S 1.281 0.883 2.796 -0.1749
H -0.277 1.362 -0.354 0.3882
H -0.139 -0.089 0.563 0.4188
H 0.875 2.615 1.232 0.1874
```



Here is 2 unconnected molecules or ions with the total composition C3H7ClO3P from the Open Molecules 2025 dataset. Energies are from ωB97M-V with the def2-TZVPD basis set.

**Multiplicity**: 1
**Total charge**: -1
**Kohn-Sham gap**: 8.723 eV
**LUMO energy**: 3.5 eV

Geometry as XYZ:
```
15
Properties=species:S:1:pos:R:3:nbo_charge:R:1
C 1.178 0.455 1.236 -1.0500
C -1.853 -0.497 -0.723 -0.7717
C -1.831 0.995 -0.864 0.4644
O 1.233 -0.854 -1.152 -1.1714
O 3.589 -0.439 -0.011 -1.1336
O -0.949 1.803 -0.650 -0.5369
P 2.086 -0.612 0.062 2.1334
Cl 1.858 -2.373 1.144 -0.4788
H 0.287 0.760 0.729 0.2488
H 1.687 1.451 1.352 0.2256
H 0.939 0.179 2.207 0.2266
H -1.008 -0.881 -1.362 0.3210
H -2.880 -0.796 -1.041 0.2083
H -1.475 -0.589 0.358 0.2631
H -2.862 1.398 -1.284 0.0510
```



Here is a gas-phase ion, C4H12N3 (charge +1) from the Open Molecules 2025 dataset. Energies are from ωB97M-V with the def2-TZVPD basis set.

**Multiplicity**: 1
**Total charge**: +1
**Structure (SMILES)**: N/C=C(\[NH3+])CCN
**Kohn-Sham gap**: 9.456 eV
**LUMO energy**: -3.6 eV

Geometry as XYZ:
```
19
Properties=species:S:1:pos:R:3:nbo_charge:R:1
N 2.468 -0.865 -1.139 -0.8791
C 1.631 0.181 -0.986 0.0227
C 0.781 0.159 0.016 0.1001
N 1.169 -0.633 1.215 -0.7152
C -0.571 0.939 0.148 -0.4454
C -1.743 0.000 -0.051 -0.2383
N -2.907 0.873 -0.104 -0.8103
H 2.444 -1.331 -2.025 0.4150
H 3.337 -0.985 -0.630 0.4053
H 1.279 0.829 -1.836 0.2253
H 1.317 -1.622 0.987 0.4527
H 1.916 -0.426 1.826 0.4363
H 0.328 -0.377 1.810 0.4546
H -0.545 1.725 -0.655 0.2718
H -0.686 1.331 1.121 0.2012
H -1.575 -0.446 -1.080 0.2005
H -1.925 -0.832 0.671 0.1763
H -3.021 1.348 0.887 0.3548
H -3.697 0.132 -0.177 0.3718
```



Here is a molecular structure, C17H11IN5O9Sc from the Open Molecules 2025 dataset. Energies are from ωB97M-V with the def2-TZVPD basis set.

**Multiplicity**: 1
**Kohn-Sham gap**: 6.752 eV
**LUMO energy**: -1.9 eV

Geometry as XYZ:
```
44
Properties=species:S:1:pos:R:3:nbo_charge:R:1
Sc -1.017 -1.214 0.578 1.6585
N -2.479 -1.493 2.467 -0.6824
N -2.756 -2.873 2.565 -0.5124
C -1.921 -3.748 1.842 0.8825
O -1.944 -4.927 2.084 -0.6160
O -1.209 -3.139 0.924 -0.8201
H -1.898 -1.159 3.235 0.3889
H -3.350 -0.974 2.475 0.3881
H -3.036 -3.222 3.469 0.3867
I -2.078 1.637 0.713 0.2312
C -0.427 2.259 1.865 -0.0845
C -0.308 3.584 2.155 -0.2588
C 0.798 4.012 2.919 -0.2089
C 1.721 3.105 3.351 -0.1945
C 1.593 1.728 3.047 0.0302
C 2.555 0.788 3.493 -0.2002
C 2.421 -0.533 3.192 -0.2042
C 1.313 -0.972 2.428 -0.2309
C 0.341 -0.118 1.956 -0.4839
C 0.491 1.263 2.280 -0.1344
H -1.039 4.301 1.808 0.2265
H 0.904 5.063 3.154 0.2217
H 2.573 3.429 3.935 0.2159
H 3.399 1.143 4.073 0.2110
H 3.160 -1.249 3.530 0.2174
H 1.257 -2.039 2.209 0.2115
O 0.993 0.708 -6.935 -0.3672
N -0.049 0.384 -6.405 0.5372
O -1.127 0.320 -6.959 -0.3700
C 0.002 0.038 -4.981 -0.0396
C -1.149 -0.329 -4.341 -0.1029
C -1.096 -0.644 -2.987 -0.1133
C 0.114 -0.624 -2.234 0.5027
O 0.227 -0.993 -1.023 -0.7239
C 1.251 -0.197 -2.980 -0.0493
C 1.223 0.101 -4.309 -0.1069
N 2.534 -0.060 -2.275 0.5305
O 2.523 0.539 -1.224 -0.3371
O 3.513 -0.530 -2.820 -0.3636
N -2.346 -1.016 -2.372 0.5629
O -3.303 -1.244 -3.061 -0.3001
O -2.410 -1.119 -1.130 -0.4611
H -2.085 -0.369 -4.877 0.2834
H 2.124 0.386 -4.832 0.2793
```



Here is C2H5IN2O in the gas phase from the Open Molecules 2025 dataset. Energies are from ωB97M-V with the def2-TZVPD basis set.

**Multiplicity**: 1
**Structure (SMILES)**: CN(I)C(N)=O
**Kohn-Sham gap**: 8.743 eV
**LUMO energy**: -0.2 eV

Geometry as XYZ:
```
11
Properties=species:S:1:pos:R:3:nbo_charge:R:1
C 1.232 1.009 0.098 -0.4340
N -0.121 0.472 -0.178 -0.6315
I -1.400 1.665 -1.211 0.3121
C -0.520 -0.887 0.024 0.7724
N -1.747 -1.428 -0.380 -0.8598
O 0.298 -1.680 0.415 -0.6303
H 1.211 1.504 1.216 0.2074
H 1.881 0.035 0.154 0.2517
H 1.535 1.632 -0.754 0.2175
H -2.665 -1.035 -0.077 0.3935
H -1.778 -2.409 -0.338 0.4011
```



Here is a molecular structure, C17H34AlBr2CaClFInN5NaO7S from the Open Molecules 2025 dataset. Energies are from ωB97M-V with the def2-TZVPD basis set.

**Multiplicity**: 1
**Total charge**: +2
**Kohn-Sham gap**: 1.978 eV
**LUMO energy**: -8.3 eV

Geometry as XYZ:
```
72
Properties=species:S:1:pos:R:3:mulliken_charge:R:1
N 1.601 -2.503 1.223 -0.9922
C 1.224 -1.325 0.859 0.3344
N 1.985 -0.538 -0.030 0.2049
N 0.014 -0.822 1.308 -0.0887
C -0.332 0.513 0.742 -0.7071
C -1.819 0.876 0.911 -0.2964
C -2.456 1.005 -0.462 -0.3800
C -3.874 0.862 -0.757 -1.1927
In -5.372 0.885 0.990 0.8292
Br -7.144 2.551 0.352 -0.4368
C -6.425 -1.070 1.191 -1.7453
C -5.666 -2.330 0.956 0.4113
O -4.489 -2.375 1.878 -0.5007
C -5.263 -2.642 -0.485 -0.8271
N -3.807 -2.747 -0.658 -0.5574
H 2.490 -2.698 0.778 0.2087
H 1.991 -0.930 -0.986 -0.2243
H 2.937 -0.600 0.312 0.1969
H -0.023 -0.735 2.313 0.2762
H -0.064 0.495 -0.300 0.3669
H 0.299 1.255 1.217 0.3888
H -2.308 0.110 1.499 0.3141
H -1.828 1.851 1.385 0.4961
H -2.182 2.286 -0.760 0.0743
H -1.926 0.375 -1.173 0.4815
H -4.224 1.729 -1.318 0.5757
H -3.986 0.017 -1.426 0.3529
H -4.637 1.363 2.492 -0.3344
H -6.735 -1.093 2.231 0.4866
H -7.308 -1.094 0.568 0.5291
H -6.307 -3.150 1.278 0.6164
H -4.445 -3.315 2.055 0.3312
H -5.673 -3.611 -0.744 0.4311
H -5.746 -1.930 -1.150 0.3842
H -3.350 -1.996 -0.157 0.0316
H -3.603 -2.550 -1.629 0.3137
Al -3.851 -3.686 3.686 0.7471
Br 2.203 -0.819 -3.016 -0.7123
C 6.298 3.231 0.982 -0.5510
C 5.150 3.958 0.677 -0.4213
C 3.961 3.298 0.403 -0.9533
C 3.930 1.915 0.454 0.6776
C 5.075 1.181 0.765 -0.3653
C 6.267 1.837 1.027 -0.6491
H 7.222 3.752 1.192 0.4060
H 5.166 5.037 0.649 0.4741
H 3.077 3.879 0.161 0.6881
H 3.003 1.411 0.246 0.0426
H 5.034 0.092 0.800 0.2587
H 7.161 1.276 1.267 0.4169
F 3.118 5.664 0.862 -0.7931
C 2.919 2.729 -2.649 0.0027
C 4.409 2.627 -2.388 0.9286
O 4.957 3.524 -3.365 -0.3981
S 3.963 4.748 -3.648 0.9989
O 4.326 5.874 -2.909 -0.4149
O 3.716 4.757 -5.046 -0.5531
O 2.651 4.059 -2.953 -0.3071
H 2.640 2.155 -3.549 -0.5962
H 2.323 2.395 -1.802 0.2720
H 4.817 1.628 -2.533 0.4078
H 4.644 2.966 -1.375 -0.5801
Na 2.164 -2.323 3.458 0.9779
Cl -1.926 3.628 -1.232 -0.1978
C -1.079 -6.605 0.868 -0.6262
N -1.328 -7.210 2.209 0.8554
O -0.699 -8.183 2.519 -0.4667
O -2.171 -6.670 2.915 -0.5437
H -0.318 -7.192 0.370 0.3149
H -2.016 -6.629 0.321 0.2776
H -0.750 -5.582 1.027 0.1961
Ca 2.397 1.161 -4.892 1.8335
```



Here is a molecular structure, F4H8N2Na2O12S4 from the Open Molecules 2025 dataset. Energies are from ωB97M-V with the def2-TZVPD basis set.

**Multiplicity**: 1
**Kohn-Sham gap**: 6.930 eV
**LUMO energy**: -3.1 eV

Geometry as XYZ:
```
32
Properties=species:S:1:pos:R:3:nbo_charge:R:1
Na -3.684 5.896 7.780 0.9894
Na -6.663 3.339 8.841 0.9814
N -5.751 6.269 11.001 -1.1666
S -5.112 5.827 12.535 2.3007
O -5.940 6.102 13.771 -0.8395
O -3.643 6.059 12.666 -0.8767
F -5.198 4.208 12.355 -0.5135
S -6.158 7.695 11.475 2.4031
O -5.249 8.461 12.292 -0.8719
O -7.634 7.788 11.680 -0.8960
F -5.991 8.423 10.046 -0.5281
N -5.308 3.588 5.475 -1.1761
S -6.351 4.294 4.322 2.3061
O -7.544 3.532 3.966 -0.8447
O -5.723 5.190 3.340 -0.8373
F -7.029 5.261 5.455 -0.5317
S -4.962 2.546 4.487 2.4049
O -4.219 2.977 3.316 -0.8753
O -5.908 1.446 4.419 -0.8987
F -3.792 1.923 5.388 -0.5363
O -1.768 2.380 9.970 -0.9368
H -2.582 1.923 9.760 0.4711
H -1.249 2.326 9.168 0.4672
O -4.847 0.295 9.374 -0.9670
H -5.084 -0.130 10.199 0.4802
H -4.555 -0.422 8.810 0.4883
O -8.497 1.646 11.493 -0.9506
H -8.756 0.727 11.439 0.4745
H -7.931 1.691 12.264 0.4782
O -9.786 2.647 7.268 -0.9599
H -9.911 1.708 7.131 0.4753
H -10.231 3.058 6.527 0.4859
```



Here is 2 unconnected molecules or ions with the total composition C8H10ClPS from the Open Molecules 2025 dataset. Energies are from ωB97M-V with the def2-TZVPD basis set.

**Multiplicity**: 1
**Structure (SMILES)**: SP(Cl)c1ccccc1.C=C
**Kohn-Sham gap**: 9.322 eV
**LUMO energy**: 0.2 eV

Geometry as XYZ:
```
21
Properties=species:S:1:pos:R:3:nbo_charge:R:1
S -0.581 -3.215 -1.012 -0.3280
P -0.678 -1.063 -0.527 0.7631
Cl -1.544 -1.388 1.268 -0.2927
C 1.069 -0.828 -0.101 -0.4103
C 1.812 -1.254 0.993 -0.1961
C 3.058 -0.918 1.213 -0.1972
C 3.788 -0.054 0.422 -0.1999
C 3.099 0.505 -0.629 -0.1989
C 1.701 0.106 -0.895 -0.1749
H -1.880 -3.217 -1.528 0.1528
H 1.468 -2.058 1.662 0.2221
H 3.486 -1.294 2.105 0.2087
H 4.882 -0.160 0.506 0.2269
H 3.578 1.130 -1.355 0.2152
H 1.218 0.355 -1.817 0.2155
C -3.366 1.004 1.311 -0.3698
C -3.161 0.832 0.018 -0.3905
H -3.211 2.018 1.833 0.2042
H -3.585 0.138 1.819 0.1894
H -2.843 1.598 -0.615 0.1818
H -2.975 -0.108 -0.436 0.1786
```



Number 1: maximum force 0.115 hartree/bohr. Number 2: maximum force 0.097 hartree/bohr. Number 3: maximum force 0.026 hartree/bohr. Number 4: maximum force 0.077 hartree/bohr. Number 5: maximum force 0.016 hartree/bohr. Number 6: maximum force 0.065 hartree/bohr. Number 7: maximum force 0.067 hartree/bohr. Number 8: maximum force 0.008 hartree/bohr. Number 9: maximum force 0.070 hartree/bohr. Number 10: maximum force 0.083 hartree/bohr. Number 11: maximum force 0.206 hartree/bohr. Number 12: maximum force 0.085 hartree/bohr.